{
  "formula": "C22H19N3O2",
  "method": "ωB97M-V/def2-TZVPD",
  "species": ["N", "C", "O", "C", "C", "C", "C", "C", "O", "N", "N", "C", "C", "C", "C", "C", "C", "C", "C", "C", "C", "C", "C", "C", "C", "C", "C", "H", "H", "H", "H", "H", "H", "H", "H", "H", "H", "H", "H", "H", "H", "H", "H", "H", "H", "H"],
  "xyz": [[3.637858, -5.254675, 3.332788], [3.543143, -4.928255, 2.020470], [3.759307, -5.734086, 1.140297], [3.149907, -3.514988, 1.736386], [3.426185, -2.458047, 2.599301], [3.043408, -1.174823, 2.262452], [2.368195, -0.920489, 1.071112], [1.999684, 0.500580, 0.785042], [2.614747, 1.439066, 1.234671], [0.896283, 0.628129, -0.014613], [0.445293, 1.840547, -0.402897], [-0.571761, 1.932478, -1.156548], [-1.034374, 3.310791, -1.538290], [-2.358803, 3.602167, -0.883515], [-3.539048, 3.596836, -1.613744], [-4.751447, 3.831563, -0.987648], [-4.794774, 4.068911, 0.375147], [-3.620481, 4.072752, 1.110660], [-2.409490, 3.839243, 0.485121], [-1.337350, 0.778237, -1.696279], [-0.791820, 0.017478, -2.727538], [-1.488526, -1.059908, -3.244977], [-2.732584, -1.390255, -2.734152], [-3.275541, -0.643228, -1.702089], [-2.582571, 0.434779, -1.180251], [2.121789, -1.973381, 0.193032], [2.515697, -3.254806, 0.524596], [3.362271, -4.628271, 4.066484], [3.872357, -6.204268, 3.569788], [3.968826, -2.623259, 3.518641], [3.262899, -0.341483, 2.912821], [0.385940, -0.204092, -0.309114], [-0.279581, 4.022127, -1.201640], [-1.134408, 3.368317, -2.624452], [-3.511031, 3.406578, -2.677509], [-5.663906, 3.826829, -1.565844], [-5.740760, 4.250401, 0.863647], [-3.649863, 4.257210, 2.174591], [-1.491262, 3.834008, 1.054316], [0.177322, 0.283091, -3.127784], [-1.059184, -1.641337, -4.047514], [-3.277008, -2.230204, -3.139023], [-4.243699, -0.900650, -1.298875], [-3.002656, 1.009964, -0.368706], [1.654295, -1.800468, -0.766010], [2.344832, -4.079543, -0.150820]],
  "forces_ev_per_angstrom": [[0.1, -0.1, 0.3], [0.0, 0.0, 0.1], [0.0, -0.1, -0.2], [-0.1, 0.3, -0.3], [-0.1, -0.1, -0.1], [-0.1, 0.2, -0.1], [0.2, -0.3, 0.2], [0.0, 0.3, 0.0], [0.1, 0.0, 0.1], [-0.6, -0.8, -0.4], [0.4, 0.7, 0.2], [0.0, -0.1, -0.1], [0.1, 0.0, 0.1], [-0.1, 0.2, -0.1], [0.1, 0.1, 0.0], [-0.1, 0.0, 0.0], [-0.1, 0.0, 0.0], [0.0, 0.0, 0.1], [0.0, 0.0, -0.1], [0.1, -0.2, 0.1], [0.0, 0.1, 0.0], [0.0, -0.1, -0.1], [0.0, 0.0, 0.0], [-0.1, -0.1, 0.0], [0.0, 0.0, 0.1], [0.0, 0.1, 0.1], [0.1, -0.2, 0.1], [0.0, 0.0, -0.1], [0.0, 0.1, -0.1], [0.0, 0.0, 0.1], [0.0, 0.1, 0.0], [0.2, 0.3, 0.2], [0.0, 0.0, -0.1], [0.0, 0.0, 0.0], [0.0, 0.0, -0.1], [-0.1, 0.0, 0.0], [-0.1, 0.0, 0.0], [0.0, 0.0, 0.1], [0.1, 0.0, 0.1], [0.1, 0.0, 0.0], [0.0, 0.0, -0.1], [0.0, -0.1, 0.0], [-0.1, 0.0, 0.0], [0.0, 0.0, 0.1], [0.0, 0.0, -0.1], [0.0, -0.1, -0.1]],
  "nbo_charge": [-0.82, 0.65, -0.60, -0.14, -0.19, -0.19, -0.05, 0.64, -0.57, -0.46, -0.21, 0.22, -0.45, -0.03, -0.22, -0.21, -0.22, -0.22, -0.17, -0.05, -0.24, -0.20, -0.21, -0.21, -0.21, -0.22, -0.16, 0.39, 0.41, 0.21, 0.24, 0.38, 0.25, 0.22, 0.21, 0.21, 0.21, 0.21, 0.22, 0.22, 0.22, 0.22, 0.22, 0.23, 0.21, 0.24],
  "gap_ev": 9.178,
  "homo_energy_ev": -9.03,
  "energy_ha": -1164.52125,
  "total_charge": 0
}

{
  "formula": "C22H19N3O3PS5SbZn",
  "method": "ωB97M-V/def2-TZVPD",
  "species": ["Zn", "S", "Sb", "S", "S", "S", "C", "P", "C", "C", "C", "C", "C", "C", "C", "C", "C", "C", "C", "C", "H", "H", "H", "H", "H", "H", "H", "H", "H", "H", "H", "H", "H", "O", "S", "O", "O", "C", "N", "C", "C", "C", "N", "C", "C", "C", "N", "C", "C", "H", "H", "H", "H", "H", "H"],
  "xyz": [[-3.091132, -1.072127, 0.578701], [-5.383103, -2.280018, -2.290741], [-6.315733, -1.628570, -0.283140], [-4.887328, 0.240422, 0.446786], [-3.326156, -3.290584, 0.981992], [-5.415196, -3.265419, 1.301147], [-1.791265, -2.026232, -3.009246], [-1.800358, -0.688592, -1.779506], [-2.312918, 0.763681, -2.778864], [-3.676854, 0.957135, -2.998642], [-4.110697, 2.022470, -3.781109], [-3.198593, 2.912326, -4.332630], [-1.838898, 2.729786, -4.110069], [-1.402049, 1.658458, -3.340816], [-0.011520, -0.347298, -1.517319], [0.977416, -1.264538, -1.870700], [2.311769, -1.070816, -1.514403], [2.682763, 0.061844, -0.808916], [1.708769, 0.995931, -0.462017], [0.379428, 0.789117, -0.802640], [-1.461951, -2.963600, -2.560158], [-1.168336, -1.771670, -3.867984], [-2.831420, -2.161575, -3.312000], [-4.402670, 0.270706, -2.572918], [-5.174822, 2.151270, -3.942320], [-3.543344, 3.749602, -4.929291], [-1.115673, 3.414597, -4.536671], [-0.339000, 1.521306, -3.185484], [0.707996, -2.161987, -2.414258], [3.054549, -1.818735, -1.764005], [3.715582, 0.201762, -0.514479], [1.986381, 1.880466, 0.100380], [-0.372036, 1.511373, -0.496832], [5.542250, -1.250809, 1.222159], [6.117971, -0.645276, 2.400939], [6.656260, -1.577202, 3.371753], [6.940150, 0.519072, 2.150849], [4.683231, 0.050220, 3.277975], [4.943981, 0.881216, 4.299198], [3.888327, 1.389316, 4.915249], [2.583089, 1.113320, 4.538737], [2.427073, 0.239778, 3.481060], [3.466745, -0.303218, 2.862211], [1.076264, -0.124781, 2.923341], [-0.048760, 0.636126, 3.201453], [-1.232300, 0.348592, 2.547834], [-1.344711, -0.653319, 1.680819], [-0.284717, -1.438472, 1.469630], [0.945955, -1.195337, 2.055413], [4.085436, 2.058419, 5.748457], [1.750551, 1.550626, 5.069065], [-0.015200, 1.491394, 3.860592], [-2.116525, 0.959927, 2.691305], [-0.425846, -2.264221, 0.782247], [1.807174, -1.805861, 1.817870]],
  "forces_ev_per_angstrom": [[0.0, -0.2, -0.4], [0.0, 0.1, -0.1], [-0.1, 0.1, -0.1], [-0.1, 0.2, 0.1], [-0.3, -0.3, 0.0], [0.4, -0.2, 0.1], [-0.1, -0.1, -0.1], [0.3, 0.3, 0.3], [0.0, 0.0, 0.0], [-0.1, 0.1, -0.1], [0.0, -0.1, 0.1], [0.0, 0.0, 0.0], [-0.1, -0.1, 0.1], [0.0, 0.0, -0.1], [0.0, -0.1, 0.0], [0.0, -0.1, 0.0], [-0.2, 0.0, 0.0], [0.0, 0.1, 0.0], [-0.1, 0.0, -0.1], [0.0, 0.0, 0.1], [0.0, 0.0, 0.1], [0.0, 0.0, 0.0], [0.0, 0.0, 0.0], [0.1, 0.0, 0.0], [0.0, 0.0, 0.0], [0.0, 0.0, 0.0], [0.0, 0.0, 0.0], [0.0, 0.0, 0.0], [0.0, 0.0, 0.0], [0.0, 0.0, 0.0], [0.0, 0.0, 0.1], [0.0, 0.0, 0.0], [0.0, 0.0, 0.0], [-0.1, -0.1, -0.3], [-0.1, 0.1, 0.2], [0.1, -0.2, 0.1], [0.2, 0.2, -0.1], [-0.2, 0.1, 0.2], [-0.1, -0.2, -0.2], [0.0, 0.0, 0.0], [0.1, 0.1, 0.2], [-0.7, -0.3, -0.3], [0.4, 0.1, 0.0], [0.5, 0.3, 0.3], [-0.2, 0.1, -0.1], [0.0, 0.2, 0.0], [0.1, 0.0, 0.0], [0.2, 0.1, 0.1], [-0.1, -0.3, -0.2], [0.0, 0.0, 0.0], [0.0, 0.0, 0.0], [0.0, 0.0, 0.0], [0.0, -0.1, 0.0], [0.0, 0.0, 0.0], [0.0, 0.0, 0.0]],
  "nbo_charge": [1.44, -1.01, 0.85, -1.14, -0.75, -0.44, -0.96, 0.80, -0.25, -0.21, -0.22, -0.22, -0.22, -0.24, -0.37, -0.16, -0.23, -0.20, -0.21, -0.23, 0.24, 0.21, 0.29, 0.28, 0.21, 0.20, 0.20, 0.22, 0.20, 0.22, 0.25, 0.21, 0.22, -1.01, 2.40, -1.01, -1.01, 0.14, -0.42, 0.07, -0.31, 0.20, -0.43, -0.02, -0.25, 0.05, -0.57, 0.06, -0.17, 0.18, 0.21, 0.21, 0.22, 0.22, 0.26],
  "gap_ev": 5.621,
  "homo_energy_ev": -2.10,
  "energy_ha": -5591.87531,
  "total_charge": -2
}

{
  "formula": "C22H19N4O3ReS3",
  "method": "ωB97M-V/def2-TZVPD",
  "species": ["Re", "C", "C", "S", "C", "C", "S", "H", "H", "H", "H", "H", "H", "C", "C", "C", "C", "C", "C", "N", "N", "C", "C", "C", "C", "C", "N", "H", "H", "H", "H", "H", "H", "H", "H", "H", "O", "C", "N", "S", "O", "O", "C", "C", "C", "C", "C", "C", "H", "H", "H", "H"],
  "xyz": [[0.006285, 0.439416, 0.588952], [4.344991, 1.949952, -0.183278], [2.859115, 1.809254, -0.160444], [2.187539, 0.335691, 0.424841], [1.972048, 2.743209, -0.587408], [2.339783, 4.097652, -1.082477], [0.253154, 2.377824, -0.563241], [4.822895, 1.027457, 0.141981], [4.667659, 2.746759, 0.488617], [4.701706, 2.185194, -1.186979], [3.410705, 4.182370, -1.258152], [2.053273, 4.850320, -0.344056], [1.807041, 4.329660, -2.004555], [-5.230606, 2.817323, -0.121706], [-4.028141, 3.148193, 0.481769], [-2.995338, 2.223282, 0.519784], [-3.196668, 0.969789, -0.046755], [-4.406302, 0.617415, -0.643393], [-5.418049, 1.557120, -0.680834], [-2.122876, 0.034134, 0.026929], [-2.435355, -1.160099, -0.183982], [-1.394184, -2.080069, -0.101387], [-1.707748, -3.410287, -0.318638], [-0.685123, -4.341890, -0.255675], [0.600140, -3.901476, 0.009780], [0.831988, -2.553728, 0.218628], [-0.148458, -1.642237, 0.176666], [-6.032574, 3.541531, -0.158631], [-3.888128, 4.122335, 0.927550], [-2.070219, 2.461707, 1.021843], [-4.543931, -0.359157, -1.078668], [-6.359685, 1.309828, -1.150019], [-2.730117, -3.683291, -0.527727], [-0.890543, -5.391219, -0.413926], [1.431059, -4.587719, 0.070572], [1.819002, -2.185439, 0.454513], [-0.778654, 2.135322, 2.840100], [-0.469693, 1.070394, 3.341396], [-0.190092, -0.015766, 2.531226], [0.310277, -1.359652, 3.385516], [1.694573, -1.599315, 3.097143], [-0.622498, -2.425418, 3.169043], [0.087482, -0.586345, 4.950250], [0.268752, -1.147632, 6.197841], [0.017776, -0.330306, 7.293816], [-0.400409, 0.987844, 7.134069], [-0.583108, 1.533052, 5.871717], [-0.330386, 0.720754, 4.775922], [0.590538, -2.171206, 6.321446], [0.148220, -0.726596, 8.290959], [-0.587390, 1.592446, 8.010120], [-0.910626, 2.552822, 5.729442]],
  "forces_ev_per_angstrom": [[-0.7, 0.0, -0.1], [0.2, 0.0, 0.0], [-0.7, 0.7, -0.3], [0.2, -0.3, -0.1], [0.3, -0.5, 0.2], [0.0, 0.1, -0.1], [0.0, -0.1, 0.0], [0.0, 0.0, 0.0], [0.0, 0.0, 0.0], [0.0, 0.0, 0.0], [0.0, 0.0, 0.0], [0.0, 0.0, 0.0], [0.0, 0.0, 0.0], [0.0, 0.0, 0.0], [0.1, -0.1, 0.0], [-0.2, 0.0, -0.1], [0.2, -0.1, 0.0], [-0.1, 0.2, 0.0], [0.0, -0.1, 0.0], [0.5, -0.1, 0.1], [-0.1, 0.2, 0.0], [-0.2, 0.0, -0.1], [0.2, 0.1, 0.0], [0.0, 0.0, 0.0], [0.0, 0.1, 0.0], [0.1, -0.1, 0.1], [0.1, 0.0, -0.1], [0.0, 0.0, 0.0], [0.0, 0.0, 0.0], [0.1, 0.0, 0.0], [0.0, 0.0, 0.0], [0.0, 0.0, 0.0], [0.0, 0.0, 0.0], [0.0, 0.0, 0.0], [0.0, 0.0, 0.0], [0.0, 0.0, 0.0], [0.0, 0.1, -0.1], [0.0, -0.2, 0.0], [-0.1, 0.0, 0.6], [0.1, -0.2, -0.1], [0.0, 0.0, 0.0], [0.0, 0.0, 0.1], [0.0, -0.1, 0.0], [0.0, 0.1, 0.0], [0.0, 0.0, 0.0], [0.0, 0.0, 0.0], [0.1, -0.1, -0.1], [-0.1, 0.2, 0.0], [0.0, 0.0, 0.0], [0.0, 0.0, 0.0], [0.0, 0.0, 0.0], [0.0, 0.0, 0.0]],
  "nbo_charge": [0.88, -0.65, -0.25, 0.32, -0.08, -0.67, 0.09, 0.24, 0.24, 0.23, 0.23, 0.25, 0.24, -0.16, -0.19, -0.21, 0.14, -0.21, -0.20, -0.22, -0.12, 0.29, -0.18, -0.12, -0.21, 0.10, -0.48, 0.23, 0.23, 0.25, 0.24, 0.23, 0.26, 0.25, 0.25, 0.24, -0.57, 0.68, -0.95, 2.30, -0.91, -0.92, -0.23, -0.20, -0.16, -0.18, -0.14, -0.18, 0.25, 0.24, 0.24, 0.24],
  "gap_ev": [6.216, 6.095],
  "homo_energy_ev": [-11.17, -11.31],
  "energy_ha": -2567.13376,
  "total_charge": 1,
  "multiplicity": 2,
  "s_squared": 0.815
}

Result set for relative energy (zero: lowest compared OMol25 entry of this formula, charge and spin): 1.032, 0.000, 0.838 eV, one per record in the order listed.